1.
Below is a structure of composition C3H4KO2 in a non-equilibrium geometry, with properties calculated with ωB97M-V/def2-TZVPD.

Structure (XYZ):
```
10
Properties=species:S:1:pos:R:3:forces:R:3
H -2.1137 1.6442 0.1045 0.0 -0.1 -0.2
C -1.1427 1.3203 -0.3484 0.5 0.3 -0.1
K -2.8189 -2.3943 0.0428 0.0 0.0 0.0
H 1.0094 0.0499 1.1669 0.1 0.8 -0.3
C -0.3856 -1.0570 -0.3868 0.1 0.6 -0.9
H 2.5610 -0.2480 0.4359 -0.2 -0.4 -0.4
O 0.8661 -0.6246 -0.7764 0.4 0.1 0.8
H 1.7336 1.1812 -0.1732 -0.6 -0.3 0.6
C 1.5614 0.1655 0.2214 0.2 -0.3 -0.3
O -1.2704 -0.0373 -0.2866 -0.4 -0.8 0.9
```
Forces are in eV/Å.

Results
* charge: -1
* E: -23589.55160 eV
* gap between HOMO and LUMO (spin up / spin down): 5.91 / 3.00 eV
* energy relative to the best compared isomer or geometry (same formula, charge and spin): 54.8 kcal per mole



2.
Below is the molecule C3H3NO in a non-equilibrium geometry, with properties calculated with ωB97M-V/def2-TZVPD.

Structure (XYZ):
```
8
Properties=species:S:1:pos:R:3:forces:R:3
H -0.3489 0.1069 -2.1454 1.1 0.4 0.8
C 0.9970 -0.4054 -0.3882 -0.9 -0.8 2.8
C -0.6890 0.1794 1.0140 -0.6 0.5 -0.7
H 2.0479 -0.4955 -0.2087 0.2 -0.6 -0.7
O 0.3835 -0.5315 1.2235 1.2 1.1 -3.4
N -0.9314 0.6267 -0.1733 -1.8 -0.4 -0.3
H -1.4451 0.3949 1.7671 0.6 -0.3 0.4
C -0.0140 0.1245 -1.0888 0.1 0.1 1.1
```
Forces are in eV/Å.

Results
* SMILES: c1cocn1
* E: -6694.60155 eV
* gap between HOMO and LUMO: 10.31 eV
* energy relative to the best compared isomer or geometry (same formula, charge and spin): 43.6 kcal per mole



3.
Below is a structure of composition C22H24N4OP2Yb in a non-equilibrium geometry, with properties calculated with ωB97M-V/def2-TZVPD.

Structure (XYZ):
```
54
Properties=species:S:1:pos:R:3:forces:R:3
P -2.1802 1.0631 0.5757 -0.6 0.3 -0.6
C -0.3521 4.2359 -2.5081 1.3 0.0 -0.5
C -2.4417 1.2629 -1.2589 0.8 0.1 0.1
H 3.1530 2.2453 -3.1088 -0.2 -0.1 0.1
C -1.0097 -0.0274 4.8480 -0.2 0.3 2.6
C 3.7268 -0.3788 -2.7177 0.3 -0.5 0.1
H -1.5811 3.3803 0.9306 -0.2 0.0 0.0
N -1.1038 -0.1350 3.6657 0.5 0.2 -0.4
C -0.0421 1.4423 -2.1271 1.2 -0.2 0.3
H -0.6080 -2.3410 -1.7526 0.3 -0.2 0.1
H 1.5843 0.9948 0.7122 -0.3 0.2 0.4
C -1.3920 -3.2789 0.8973 -0.2 0.3 0.3
H -2.4356 0.2487 -1.6846 -0.2 0.3 0.0
H 4.8296 -2.1957 -2.5003 -0.3 0.1 0.0
C -1.4173 3.4504 -2.0289 -0.3 -1.1 0.2
O 3.6434 -0.2954 3.0385 -3.1 0.7 -1.8
H -2.2447 -2.8457 0.3514 0.2 -0.3 0.2
H 1.2610 -3.3546 2.3852 0.1 -0.1 -0.3
N 0.1579 0.1416 -1.8176 -0.4 -0.3 -0.6
C -0.4051 -0.3990 7.0645 1.6 -1.6 2.9
H -4.5958 0.8068 0.8697 0.2 -0.2 0.0
C 1.4947 -1.8684 -1.7979 0.6 -0.5 -0.1
C -1.3024 2.0758 -1.8454 0.0 0.7 0.1
C -2.4201 2.7446 1.2281 0.2 0.1 0.2
H -3.3614 3.1848 0.8854 0.1 -0.1 0.1
H 1.2874 -4.3844 0.9102 0.1 0.4 0.1
H -0.4771 5.3118 -2.6466 0.0 -0.4 0.1
C 2.4748 0.2727 -2.5684 -0.7 0.0 0.1
H -3.3929 1.7845 -1.4325 0.1 -0.3 0.1
N 0.1163 -0.8781 8.0026 -1.0 1.0 -2.0
H 2.8879 -3.5045 -1.6870 -0.1 0.2 -0.1
H 2.3846 -2.9610 1.0595 -0.2 -0.2 0.0
H -2.4216 2.6799 2.3227 -0.1 0.1 -0.1
H -1.6043 -3.2260 1.9767 -0.1 -0.2 -0.3
H -3.7425 -0.7710 0.6964 -0.1 0.2 0.1
H 1.7218 4.2371 -3.1574 -0.4 -0.1 0.1
C -3.6999 0.2322 1.1373 0.1 -0.3 0.2
P 0.1028 -2.2700 0.5559 -0.1 -2.0 -0.7
H 4.5747 0.2257 -3.0631 -0.3 -0.4 0.1
C 3.8553 -1.7149 -2.3967 0.7 1.1 -0.5
C 1.3260 -0.4781 -2.1093 0.2 1.2 0.5
C 2.7487 -2.4521 -1.9410 -1.2 0.2 0.2
C 0.8646 3.6501 -2.8098 -0.5 0.6 0.3
C 2.5962 -0.1527 2.5831 3.0 -0.9 2.2
H -3.6408 0.1191 2.2274 -0.1 0.0 -0.2
C 0.3229 -2.6521 -1.2574 0.2 0.9 0.2
C 2.3017 1.6439 -2.7898 -0.2 -0.2 -0.1
C 1.0568 2.2587 -2.6077 -0.3 -0.6 0.1
N -1.0340 0.1997 6.0935 -0.6 0.3 -3.0
Yb 0.1526 0.1428 1.8722 0.3 0.4 -1.0
H -2.3639 3.9452 -1.7982 0.2 -0.2 -0.1
H 0.4936 -3.7314 -1.3630 -0.2 0.2 0.1
H -1.2365 -4.3275 0.5943 -0.1 0.4 0.1
C 1.3874 -3.3570 1.2921 0.1 0.3 0.2
```
Forces are in eV/Å.

Results
* 2S+1: 2
* charge: +1
* E: -81312.13886 eV
* gap between HOMO and LUMO (spin up / spin down): 6.83 / 6.60 eV
* energy relative to the best compared isomer or geometry (same formula, charge and spin): 0.0 kcal per mole



4.
Below is a cluster of 5 separate species, C30H75O20P5 in total in a non-equilibrium geometry, with properties calculated with ωB97M-V/def2-TZVPD.

Structure (XYZ):
```
130
Properties=species:S:1:pos:R:3:forces:R:3
H -2.3381 1.1601 -6.4511 0.0 -0.8 0.2
O -3.6659 -11.8131 0.3370 0.6 0.6 1.5
H 9.4588 4.5938 -9.7019 -0.6 0.4 -0.7
H 1.9578 5.4051 -6.5939 0.3 0.8 0.1
H -8.3249 0.9480 9.7070 -0.7 -0.7 -0.3
C -3.2117 1.5557 -5.9329 1.0 0.3 -2.1
H -6.7577 -2.2129 7.9901 0.6 0.4 -1.0
C -8.3286 0.2577 11.7078 -0.9 0.1 -0.7
O -6.4968 -3.2034 9.5625 0.4 -0.2 1.8
H 10.0700 7.8351 -0.9874 -0.6 0.2 0.6
H -1.4896 -1.2691 -0.8709 0.0 0.7 -0.3
H 2.7567 6.7796 -9.3308 0.0 0.4 0.1
H -3.1507 -11.3089 3.9226 0.2 -0.5 -0.1
C -2.9481 -12.1009 -0.8286 1.5 0.0 -1.0
O -2.5374 -9.8938 1.7680 -2.2 -1.0 -0.3
C -3.0708 -0.7782 -2.3121 0.2 0.5 -0.1
H -3.7920 -12.5146 -2.8555 0.8 -1.1 0.1
H 2.6964 8.7116 2.5843 0.1 -0.6 0.2
O -2.0797 -0.5746 -3.3603 0.1 1.7 -0.6
C 8.1310 8.6730 -1.8065 2.7 -1.8 0.5
H -5.9246 -4.8285 7.7538 -0.1 0.0 -0.1
H -1.0093 2.0627 0.0341 -0.3 0.0 -0.7
P -1.6002 0.8684 -3.9490 -0.1 0.6 2.0
H -2.1415 -2.5977 -1.6796 -0.2 -0.2 -0.2
C -5.5539 -3.8796 7.3662 0.1 -0.1 0.7
H 5.2979 3.0893 -9.1978 0.3 -1.2 -0.5
H -5.3109 1.5392 -5.9131 -0.1 -0.2 0.5
O -2.9721 1.6417 -4.5507 2.2 -1.1 2.3
H 3.7252 10.0437 2.6519 0.4 0.3 -0.8
H -2.3752 -11.2684 -1.2369 -0.1 0.4 0.2
H -6.8344 0.9959 10.2977 0.8 -0.6 0.5
C 3.7093 9.0082 2.3120 0.2 -0.6 -0.4
H 7.9984 6.5673 -9.9561 -0.9 0.4 -0.4
C 6.8784 5.8553 1.4867 0.8 -1.9 2.6
H 0.6250 2.6041 0.0515 0.3 -0.2 -0.4
H -9.2949 -0.2375 11.6122 0.1 -0.3 0.1
O -5.8938 -1.7189 11.5020 -3.3 1.4 -2.9
H -4.2245 -13.5272 -1.2870 -0.9 -0.3 -1.2
H 5.9197 5.3990 1.2402 0.2 -0.9 0.4
C 8.8875 5.0789 -8.9105 0.0 -1.0 1.3
H -6.2093 -3.4393 12.5747 0.2 0.0 0.4
O -8.3380 -2.8450 11.1666 1.4 1.4 0.3
C -1.2175 -9.8463 1.2860 -0.6 1.0 -2.4
H -6.0824 -11.5177 3.3811 0.8 0.9 1.0
H 2.8346 1.5152 -9.4412 -0.3 0.9 0.0
H -0.5432 -8.5237 2.9092 0.1 0.7 -1.0
H -3.8493 -3.5384 11.6740 -0.1 0.2 -0.3
P -7.1588 -2.1481 10.5919 -0.1 -2.4 -1.0
H -7.7815 -0.2192 12.5211 0.2 0.3 -0.2
H -5.0778 -2.0393 8.4378 0.2 -0.1 0.8
H -4.7777 0.8320 -7.3258 0.8 0.1 -0.3
H -3.3887 0.1343 -1.8078 0.0 0.4 -0.6
H 7.6328 5.4653 0.8033 0.1 0.3 -0.2
H 0.7810 1.3947 -2.4807 0.1 0.0 0.3
H 7.5515 4.5381 3.1011 0.3 -0.1 0.0
O -4.3375 -9.3833 -0.2458 2.1 -1.6 2.0
O -0.4460 0.7383 -4.8561 -1.1 0.1 0.4
H 0.7517 -9.5124 2.0751 -0.1 0.1 0.2
H -8.6055 1.2933 11.9051 0.4 0.1 0.5
P 6.2414 7.7470 -0.1032 0.1 1.5 1.9
H 0.9970 5.9400 -8.0385 0.0 0.7 0.4
H -3.6406 -1.7904 12.0066 -0.2 -0.1 0.1
C -2.4363 -1.6305 -1.2726 1.0 -1.6 0.7
H 0.2482 0.8769 -0.3090 0.1 0.0 1.0
H -4.4904 -4.0118 7.1671 0.1 0.1 0.4
H 8.5419 4.2517 -8.2905 0.5 -0.1 0.5
H -4.2784 -12.6881 4.3222 0.9 -0.2 0.9
C 1.9680 5.6169 -7.6631 1.2 -0.6 -1.5
H -0.9707 -10.7653 0.7543 0.4 -0.5 0.6
H -3.2039 2.5436 -6.3933 -0.3 0.5 0.6
H 7.4662 8.4240 -2.6337 -0.2 0.3 0.3
H -0.5412 -10.0893 3.2029 0.7 -0.8 0.0
O 5.1438 6.8831 -10.8145 -0.3 -1.3 1.1
P 5.1221 5.7449 -9.8668 0.2 -1.4 -0.8
O 4.4607 4.3399 -10.4373 -0.6 2.8 -0.2
O -4.9405 -10.5155 1.9467 0.4 0.6 0.3
O 5.8134 6.6757 -1.0409 0.0 1.5 0.9
H -3.9188 -1.2430 -2.8152 0.0 0.0 0.3
O 6.6326 7.2012 1.4111 -0.5 2.9 -2.6
H 1.9694 4.6127 -8.0869 0.5 -0.2 -0.3
O 4.4193 6.0404 -8.4276 1.9 -1.3 -0.7
H 9.6141 5.7041 -8.3915 -0.1 -0.1 0.3
C -5.5821 -2.5481 12.5547 2.0 0.5 1.1
C -5.8986 -2.7546 8.3858 -1.0 0.5 -2.9
C -3.9763 -12.5893 -1.7838 -0.5 0.5 -0.1
O 7.5657 8.5600 -0.5011 -1.7 -0.4 0.4
C 4.2852 3.2584 -9.5636 0.7 -0.3 2.6
H 0.1534 3.0494 -2.1871 0.6 0.1 -0.6
O -1.2401 1.7255 -2.5361 -3.6 -2.0 -3.0
C -0.0482 1.9151 -0.4586 0.4 -1.5 -0.4
C 3.9055 8.7027 0.7995 -0.7 1.6 1.0
H 4.4997 8.5175 2.8800 -0.4 -0.4 0.2
P -3.8101 -10.3190 0.8215 -3.0 1.9 0.7
H 3.1935 9.3617 0.3027 0.4 0.3 -0.5
C 7.6535 5.8977 -9.1682 1.6 1.3 -0.5
C -5.1212 -11.6326 2.8801 2.2 -0.9 -2.9
O 6.5722 5.0964 -9.5161 -2.1 0.0 -0.5
H -3.0197 -1.8477 -0.3780 -0.5 0.2 -0.3
C 3.1308 6.5516 -8.3327 -3.3 -0.4 1.1
H -5.6414 -1.8790 13.4132 -0.7 -0.7 0.6
H 3.1282 7.4268 -7.6829 0.4 0.3 -0.4
H 7.3477 6.5022 -8.3143 0.4 0.0 0.2
C -4.5069 0.8966 -6.2720 -1.3 -0.2 0.0
C 0.0013 1.9862 -2.0009 0.7 2.4 0.9
H 4.3207 1.3162 -10.2272 0.0 -0.4 -0.1
C -4.0923 -2.7204 12.3520 0.6 -1.5 0.9
C -0.2960 -9.4357 2.3658 -0.1 -0.5 1.5
C 9.3912 7.6873 -1.8273 0.0 1.1 -0.2
H 8.5647 9.6728 -1.8283 -0.5 0.1 -0.4
H -4.6489 -0.1171 -5.8974 0.2 0.1 0.3
H 10.0854 7.9870 -2.6124 -0.4 -0.2 -0.7
H -3.3061 -12.9368 2.9250 0.5 0.7 -0.2
C -7.6868 0.3171 10.3258 -0.3 2.5 0.4
H 3.2081 2.1660 -11.1219 -0.6 0.4 0.3
H -5.9926 -3.7157 6.3820 -0.3 0.2 0.2
C -3.7333 -12.1499 3.5467 -4.0 0.5 0.2
H -3.6507 -2.9947 13.3101 0.3 0.0 0.1
C 3.5295 2.0527 -10.0865 1.8 -0.9 -1.2
H 8.2936 6.1493 3.2527 -0.3 0.2 -0.1
H -1.3122 -9.1438 0.4580 0.8 0.5 -0.1
H -5.3961 -12.4297 2.1894 0.1 -0.5 0.0
H 6.5262 5.7921 3.6571 0.3 0.5 0.2
H 3.8913 3.5012 -8.5766 -0.9 0.9 -0.2
H -2.2193 -12.8502 -0.5199 0.1 -0.2 -0.4
O 5.2553 9.0383 0.3894 0.8 -2.7 -1.5
H 9.2176 6.6127 -1.8840 -0.5 0.2 -0.2
H 3.5284 7.7276 0.4911 0.7 -0.4 0.3
O -7.4196 -0.8831 9.6641 0.4 -1.0 0.5
H -4.7703 -11.8436 -1.7453 -0.4 -0.3 0.6
C 7.3796 5.6100 3.0040 -1.4 -1.0 -2.1
```
Forces are in eV/Å.

Results
* SMILES: CCOP(=O)(OCC)OCC.CCOP(=O)(OCC)OCC.CCOP(=O)(OCC)OCC.CCOP(=O)(OCC)OCC.CCOP(=O)(OCC)OCC
* E: -119727.32849 eV
* gap between HOMO and LUMO: 10.76 eV
* energy relative to the best compared isomer or geometry (same formula, charge and spin): 169.4 kcal per mole